Formula: CHCl3S
Source: the Open Molecules 2025 dataset
Level of theory: wB97M-V/def2-TZVPD

Calculated values
E_HOMO (spin up / spin down), eV: -9.07 / -9.07
Energy relative to the best compared isomer or geometry (same formula, charge and spin), kJ/mol: 181.1

Last column: natural (NBO) charge in e.
Cartesian coordinates (Å):
C -0.3431 -0.5885 0.5628  -0.357
S 0.8263 -1.4653 1.4383  0.502
Cl -1.9606 -0.9116 0.5812  0.227
Cl -0.0140 -1.3889 -1.9740  -0.620
Cl 2.4829 -0.6537 0.9401  -0.051
H 0.2258 0.3140 0.1072  0.299